No. 1
Density functional theory data (wB97M-V/def2-TZVPD) for C33H42ClGdN5O4P2SeSi as an isolated structure in a non-equilibrium geometry.

Values from the calculation:
* lowest unoccupied orbital energy (spin up / spin down): -3.2 / -2.6 eV
* frontier orbital gap (spin up / spin down): 0.215 / 0.242 hartree
* ⟨S²⟩: 15.92

Geometry as ORCA input:
```
! RIJCOSX wB97M-V def2-TZVPD def2/J DEFGRID3
* xyz 1 8
Gd -0.9459 0.2694 0.4142
C -2.8479 2.0832 3.2494
C -3.6397 1.5614 2.0804
C -5.0171 1.3677 2.2257
C -5.7737 1.1572 1.0720
C -5.1347 0.9620 -0.0920
C -3.6558 0.6825 -0.0838
N -2.9840 1.0664 1.0564
N -2.9334 0.0614 -0.9562
Si -3.2908 -1.3465 -2.0550
C -3.2402 -0.4624 -3.7025
C -1.9343 -2.7394 -2.0793
C -4.9223 -2.1353 -1.6201
H -2.1297 2.8177 3.0588
H -2.3713 1.2286 3.7346
H -3.5713 2.5102 3.9372
H -5.4788 1.5476 3.1891
H -6.8043 1.4071 1.0914
H -5.6402 0.8743 -1.0612
H -2.1747 -0.2764 -3.8889
H -3.6123 0.5180 -3.6401
H -3.7626 -0.9649 -4.5071
H -1.1161 -2.5550 -2.7986
H -2.4508 -3.6737 -2.3175
H -1.4959 -2.8368 -1.0465
H -5.3319 -2.8371 -2.3863
H -5.7201 -1.3775 -1.4947
H -4.8817 -2.6841 -0.6579
Cl 0.2746 0.8035 -2.1542
C 1.8148 1.2924 -1.3597
C 3.0141 0.6636 -1.6551
C 4.2038 1.1364 -1.0890
C 4.1322 2.2570 -0.2790
C 2.9171 2.8253 0.0328
C 1.7099 2.3618 -0.5025
P 0.0529 2.9983 -0.0762
C -0.6419 4.0414 -1.3566
C -1.9739 3.9136 -1.8581
C -2.2550 4.6847 -3.0168
C -1.3005 5.4345 -3.7096
C -0.0561 5.6115 -3.1742
C 0.3214 4.9437 -1.9434
C 0.3117 4.0809 1.3088
C -0.2363 5.3797 1.3999
C 0.0304 6.1441 2.5256
C 0.8174 5.6567 3.5935
C 1.4014 4.4077 3.5107
C 1.1104 3.6028 2.3851
H 2.9265 -0.1840 -2.2627
H 5.1475 0.6269 -1.3075
H 5.0284 2.7158 0.1047
H 2.9659 3.7005 0.6581
H -2.7002 3.2060 -1.4880
H -3.2322 4.5677 -3.5168
H -1.5509 5.9029 -4.6891
H 0.6794 6.1916 -3.7522
H 1.3106 4.8326 -1.6393
H -0.7014 5.9053 0.5302
H -0.4122 7.1218 2.5596
H 0.8949 6.2011 4.5247
H 2.1243 4.0862 4.3031
H 1.3733 2.5522 2.3683
O 0.4007 -2.2473 3.6706
Se 0.0789 -1.4089 2.3652
O -1.5816 -1.0867 2.3191
O 0.6515 0.2371 2.0391
O 0.2172 -2.0026 0.6211
C 3.0730 -6.4487 1.4086
N 4.0800 -6.3161 0.3226
C 4.8462 -4.9483 0.4996
N 3.8919 -3.9111 0.6532
C 2.8834 -4.1629 1.6930
N 2.0931 -5.3372 1.4513
C 1.1755 -5.2731 0.3000
P 2.3479 -4.8305 -1.1752
C 3.4520 -6.3423 -1.0474
C 3.3168 -3.4243 -0.5990
H 3.5770 -6.4062 2.4181
H 2.5922 -7.4278 1.3342
H 4.8196 -7.0098 0.4850
H 5.5070 -4.7957 -0.3461
H 5.4420 -4.9559 1.4185
H 2.2672 -3.2985 1.7453
H 3.4140 -4.2696 2.6475
H 0.5022 -4.4151 0.4396
H 0.5088 -6.2230 0.2156
H 4.1990 -6.5591 -1.7682
H 2.7433 -7.2710 -1.0990
H 2.6979 -2.5484 -0.4191
H 4.1623 -3.2097 -1.2898
*
```

The computed Löwdin charges, all in e, follow: Gd 1.355; C -0.003; C -0.329; C -0.038; C -0.087; C -0.025; C -0.467; N -0.055; N -0.153; Si 0.470; C -0.174; C -0.169; C -0.181; H 0.050; H 0.090; H 0.080; H 0.108; H 0.106; H 0.104; H 0.016; H -0.001; H 0.032; H 0.026; H 0.022; H 0.010; H 0.046; H 0.019; H 0.045; Cl 0.693; C -0.578; C -0.078; C -0.045; C -0.060; C -0.065; C -0.388; P 0.979; C -0.383; C -0.047; C -0.068; C -0.100; C -0.065; C -0.041; C -0.371; C -0.077; C -0.071; C -0.075; C -0.066; C -0.099; H 0.089; H 0.117; H 0.114; H 0.111; H 0.093; H 0.113; H 0.125; H 0.112; H 0.075; H 0.119; H 0.100; H 0.105; H 0.125; H 0.082; O -0.404; Se 0.916; O -0.555; O -0.631; O -0.624; C -0.126; N -0.102; C -0.096; N -0.190; C -0.177; N -0.157; C -0.248; P 1.014; C -0.260; C -0.326; H 0.158; H 0.141; H 0.182; H 0.138; H 0.146; H 0.091; H 0.146; H 0.060; H 0.133; H 0.077; H 0.133; H 0.080; H 0.104

No. 2
Density functional theory data (wB97M-V/def2-TZVPD) for a 9-piece molecular cluster, C45H42O27 overall in a non-equilibrium geometry.

Values from the calculation:
* SMILES string: O=C1C=C(O)C(=O)C=C1O.O=C1C=C(O)C(=O)C=C1O.O=C1C=C(O)C(=O)C=C1O.O=C1C=C(O)C(=O)C=C1O.O=C1C=C(O)C(=O)C=C1O.O=C1C=C(O)C(=O)C=C1O.CC(C)=O.CC(C)=O.CC(C)=O
* lowest unoccupied orbital energy: -2.3 eV
* frontier orbital gap: 0.234 hartree

Geometry as ORCA input:
```
! RIJCOSX wB97M-V def2-TZVPD def2/J DEFGRID3
* xyz 0 1
O -9.0634 1.3736 0.2835
C -7.9272 1.1723 0.1477
C -7.3720 -0.1702 0.5737
C -5.8358 -0.5191 0.2650
O -5.2778 -1.6882 0.6341
C -4.9719 0.4616 -0.4103
O -3.7707 0.1526 -0.5052
C -5.5642 1.8029 -0.7745
C -7.0589 2.1589 -0.4614
O -7.4079 3.3816 -0.8531
H -7.9537 -0.9189 1.0277
H -6.0764 -2.2497 1.0347
H -4.7443 2.6750 -1.0197
H -8.2163 3.4378 -0.8952
O 1.7627 1.7516 -5.8119
C 1.1113 0.7673 -5.4315
C 1.3102 0.2312 -4.1142
C 0.5368 -1.0489 -3.7193
O 0.9002 -1.7425 -2.5807
C -0.5314 -1.5950 -4.5867
O -1.3911 -2.3673 -4.1083
C -0.7007 -1.0189 -5.9165
C 0.1498 0.1335 -6.3517
O 0.0191 0.8108 -7.5897
H 1.9291 0.5347 -3.3831
H 1.7462 -1.2570 -2.3209
H -1.0869 -1.6287 -6.6014
H 0.5452 1.7729 -7.4695
O 2.9483 -3.3108 4.1635
C 1.8543 -3.6167 4.2308
C 0.7539 -2.9584 3.3823
C -0.7630 -3.2283 3.5300
O -1.7253 -2.4307 3.0316
C -1.1418 -4.4056 4.3237
O -2.3479 -4.8946 4.3438
C -0.1543 -5.0086 5.1506
C 1.3405 -4.7193 5.0893
O 2.3214 -5.4124 5.7757
H 1.1873 -2.1186 2.9566
H -1.4467 -1.5876 2.6296
H -0.4385 -5.8668 5.7742
H 3.2157 -5.1979 5.3474
O 3.9711 -0.5572 4.9213
C 3.7440 0.3329 4.1552
C 3.6203 1.6966 4.6269
C 3.4316 2.8768 3.6583
O 3.0707 4.1812 4.0245
C 3.2875 2.5435 2.1589
O 3.1969 3.4167 1.3169
C 3.5155 1.1661 1.7085
C 3.7256 0.0430 2.7384
O 3.8330 -1.2732 2.4021
H 3.5071 1.9967 5.6137
H 3.2666 4.1554 5.0525
H 3.5315 0.7970 0.7093
H 3.9656 -1.6424 3.2526
O 3.1425 -1.9449 -1.1218
C 3.2211 -2.9979 -0.5499
C 2.2115 -3.6549 -0.0581
C 2.3961 -5.0686 0.7821
O 1.3195 -5.8183 1.2186
C 3.7012 -5.5503 1.0083
O 3.8472 -6.6488 1.4382
C 4.8882 -4.7679 0.4683
C 4.5912 -3.4576 -0.2147
O 5.6077 -2.7465 -0.7090
H 1.2410 -3.3265 -0.2000
H 0.5132 -5.2299 0.7301
H 5.9136 -5.1305 0.5723
H 5.1840 -1.8380 -0.8412
O -1.1339 4.9410 -6.5246
C -0.6266 4.5959 -5.4999
C 0.5551 5.0736 -4.8469
C 0.9920 4.5006 -3.4993
O 2.3137 4.7726 -3.1210
C 0.2840 3.3059 -2.8683
O 0.8517 2.8834 -1.8419
C -0.9293 2.9262 -3.4761
C -1.3879 3.5074 -4.7588
O -2.5961 3.2490 -5.1929
H 1.0548 5.7261 -5.3919
H 2.6096 5.0681 -3.8673
H -1.4658 2.0064 -3.0946
H -2.6606 3.4937 -6.2059
C -2.6519 -3.4130 -0.9481
C -2.2902 -4.4639 0.1564
C -3.3645 -4.8667 1.1531
O -1.1707 -4.8981 0.1993
H -2.7940 -2.3875 -0.5947
H -3.5729 -3.6977 -1.3173
H -2.0500 -3.2362 -1.8294
H -3.3588 -4.0133 1.9435
H -2.9913 -5.6193 1.5911
H -4.2780 -4.8518 0.7702
C -0.0545 2.2167 1.3146
C -0.3091 0.6441 1.3705
C -0.2019 -0.1554 0.0966
O -0.7394 0.0936 2.3605
H 0.3175 2.5438 2.2198
H -0.7900 3.0824 0.9212
H 0.7818 2.3480 0.5270
H -0.6206 -1.1169 0.2883
H 0.6835 -0.1950 -0.5497
H -1.2257 0.1744 -0.6932
C 2.3541 6.8143 2.0104
C 0.9542 6.2600 1.6656
C 0.7924 5.6442 0.2929
O 0.0084 6.4301 2.4279
H 2.4018 7.1015 3.1104
H 2.6443 7.6749 1.4918
H 3.1774 6.0966 2.2453
H 1.7968 5.1420 0.0958
H 0.6769 6.5290 -0.2746
H -0.0953 4.8591 0.4908
*
```

These are the Löwdin partial charges, in e, on atoms 1 to 99: O 0.159; C -0.441; C 0.129; C -0.155; O 0.049; C -0.363; O 0.060; C 0.121; C -0.138; O 0.197; H 0.071; H 0.193; H 0.166; H -0.025; O 0.058; C -0.391; C 0.105; C -0.083; O 0.050; C -0.328; O 0.094; C 0.110; C -0.114; O 0.001; H 0.068; H 0.100; H 0.067; H 0.199; O 0.160; C -0.421; C 0.132; C -0.143; O 0.082; C -0.330; O 0.040; C 0.085; C -0.106; O 0.063; H 0.059; H 0.075; H 0.122; H 0.151; O 0.137; C -0.409; C 0.106; C -0.084; O 0.035; C -0.370; O 0.091; C 0.117; C -0.128; O 0.102; H 0.079; H 0.177; H 0.097; H 0.044; O 0.055; C -0.502; C 0.101; C -0.046; O 0.076; C -0.420; O 0.154; C 0.119; C -0.180; O 0.081; H 0.078; H 0.162; H 0.110; H 0.145; O 0.118; C -0.391; C 0.104; C -0.028; O 0.139; C -0.374; O 0.058; C 0.067; C -0.185; O 0.096; H 0.062; H 0.003; H 0.140; H 0.191; C 0.016; C -0.388; C 0.037; O 0.052; H 0.066; H 0.047; H 0.060; H 0.129; H 0.009; H 0.036; C -0.006; C -0.426; C -0.004; O 0.048; H 0.027

No. 3
Density functional theory data (wB97M-V/def2-TZVPD) for a 5-piece molecular cluster, C24H24N6O2 overall in a non-equilibrium geometry.

Values from the calculation:
* lowest unoccupied orbital energy: 0.3 eV
* frontier orbital gap: 0.347 hartree

Geometry as ORCA input:
```
! RIJCOSX wB97M-V def2-TZVPD def2/J DEFGRID3
* xyz 0 1
O 0.8088 -0.0096 -2.8171
C 0.7510 1.1231 -3.2636
O 1.4894 1.9492 -3.7032
N -0.7044 1.6395 -3.2438
C -1.1250 2.9371 -3.4068
C -2.4806 2.9521 -3.2800
N -2.8578 1.6441 -3.0496
C -1.7679 0.8773 -3.0289
H -0.4178 3.7267 -3.5991
H -3.1637 3.7833 -3.3142
H -3.7910 1.3192 -2.8641
H -1.7230 -0.1873 -2.8592
N 4.3754 -2.9574 1.0113
C 4.6185 -1.6580 0.8533
C 3.9343 -0.8509 -0.0441
C 2.9395 -1.4153 -0.8285
C 2.6811 -2.7690 -0.6734
C 3.4209 -3.4892 0.2522
H 5.4037 -1.2459 1.4783
H 4.1773 0.1998 -0.1277
H 2.3768 -0.8234 -1.5417
H 1.9178 -3.2590 -1.2642
H 3.2414 -4.5506 0.3960
N 6.9736 -6.0086 -1.7368
C 5.8236 -5.3473 -1.6184
C 5.0895 -4.8896 -2.7033
C 5.5744 -5.1301 -3.9783
C 6.7694 -5.8173 -4.1159
C 7.4259 -6.2336 -2.9672
H 5.4830 -5.1693 -0.6052
H 4.1649 -4.3519 -2.5467
H 5.0318 -4.7849 -4.8490
H 7.1880 -6.0266 -5.0909
H 8.3636 -6.7748 -3.0354
N -2.8962 1.9789 -0.0432
C -3.0699 3.1673 0.5355
C -2.7712 3.4265 1.8625
C -2.2626 2.3961 2.6361
C -2.0732 1.1554 2.0508
C -2.4046 0.9998 0.7134
H -3.4686 3.9513 -0.1004
H -2.9319 4.4087 2.2831
H -2.0201 2.5643 3.6765
H -1.6752 0.3228 2.6140
H -2.2610 0.0427 0.2223
N -4.3082 3.8270 4.8838
C -4.6296 2.6935 5.5023
C -5.9341 2.2597 5.6837
C -6.9645 3.0481 5.1984
C -6.6461 4.2327 4.5541
C -5.3086 4.5736 4.4231
H -3.7985 2.1021 5.8719
H -6.1329 1.3272 6.1935
H -7.9963 2.7457 5.3207
H -7.4159 4.8818 4.1602
H -5.0233 5.4931 3.9228
*
```

The computed natural (NBO) charges, all in e, follow: O -0.727; C 0.904; O -0.665; N -0.377; C -0.034; C -0.084; N -0.463; C 0.264; H 0.261; H 0.235; H 0.439; H 0.253; N -0.429; C 0.031; C -0.260; C -0.170; C -0.272; C 0.018; H 0.189; H 0.219; H 0.266; H 0.217; H 0.188; N -0.417; C 0.034; C -0.261; C -0.171; C -0.264; C 0.031; H 0.202; H 0.225; H 0.215; H 0.216; H 0.189; N -0.458; C 0.026; C -0.242; C -0.158; C -0.256; C 0.034; H 0.184; H 0.226; H 0.229; H 0.224; H 0.189; N -0.429; C 0.034; C -0.257; C -0.166; C -0.258; C 0.033; H 0.192; H 0.222; H 0.219; H 0.221; H 0.191

No. 4
Density functional theory data (wB97M-V/def2-TZVPD) for the molecule C23H30N6O2S in a non-equilibrium geometry.

Values from the calculation:
* SMILES string: CN(C)c1ccc([C@H](c2c([O-])n(C)c(=S)n(C)c2=O)[N@H+]2CCC[C@H]2Cn2ccnc2)cc1
* lowest unoccupied orbital energy: 0.1 eV
* frontier orbital gap: 0.284 hartree

Geometry as ORCA input:
```
! RIJCOSX wB97M-V def2-TZVPD def2/J DEFGRID3
* xyz 0 1
C -5.4949 1.3849 0.6870
N -4.4825 1.3204 1.7310
C -4.7106 2.2521 2.8194
C -3.1658 0.9621 1.4116
C -2.5102 1.5696 0.3231
C -1.2028 1.2091 0.0138
C -0.6061 0.1263 0.6697
C 0.7279 -0.4450 0.1566
C 1.9335 0.2691 0.6291
C 1.9162 1.5319 1.3274
O 1.0036 1.9850 2.0243
N 3.1139 2.2937 1.1578
C 3.0448 3.7175 1.4821
C 4.3311 1.6662 1.3523
S 5.7592 2.5119 1.5767
N 4.2095 0.2822 1.4323
C 5.4262 -0.4767 1.6865
C 3.1757 -0.4262 0.7661
O 3.3915 -1.6022 0.4159
N 0.6373 -0.5109 -1.3577
C 1.7372 0.2450 -2.1408
C 2.7173 -0.8390 -2.5733
C 2.1138 -2.1952 -2.1527
C 0.6452 -1.8845 -2.0138
C -0.2909 -2.8972 -1.3362
N -1.6574 -2.7977 -1.9033
C -2.7328 -2.0947 -1.3984
C -3.7490 -2.2133 -2.3297
N -3.2992 -2.9845 -3.3780
C -2.0519 -3.3337 -3.1193
C -1.2286 -0.4497 1.7778
C -2.4791 -0.0007 2.1841
H -5.4265 0.5057 0.0321
H -6.4791 1.4017 1.1694
H -5.3926 2.2920 0.0706
H -3.9732 2.0991 3.6153
H -4.6371 3.2957 2.4662
H -5.7240 2.0858 3.2018
H -3.0151 2.3521 -0.2489
H -0.6577 1.7691 -0.7553
H 0.8362 -1.4843 0.5001
H 2.0242 4.0700 1.3233
H 3.3436 3.8965 2.5244
H 3.7486 4.2365 0.8279
H 5.9889 0.0796 2.4388
H 5.1540 -1.4746 2.0389
H 6.0336 -0.5551 0.7758
H -0.2724 -0.1231 -1.6289
H 2.1560 1.0522 -1.5325
H 1.2296 0.6918 -3.0072
H 3.7167 -0.7003 -2.1515
H 2.8263 -0.7997 -3.6631
H 2.5337 -2.5139 -1.1882
H 2.2818 -3.0041 -2.8760
H 0.2663 -1.6634 -3.0228
H -0.3384 -2.7788 -0.2415
H 0.0935 -3.9043 -1.5624
H -2.7342 -1.5976 -0.4394
H -4.7402 -1.7863 -2.2786
H -1.3765 -3.9551 -3.7005
H -0.7177 -1.2464 2.3247
H -2.9701 -0.4166 3.0659
*
```

The computed natural (NBO) charges, all in e, follow: C -0.398; N -0.476; C -0.394; C 0.154; C -0.183; C -0.243; C -0.042; C 0.000; C -0.492; C 0.681; O -0.619; N -0.475; C -0.411; C 0.307; S -0.232; N -0.467; C -0.410; C 0.651; O -0.720; N -0.395; C -0.218; C -0.434; C -0.439; C -0.031; C -0.230; N -0.359; C -0.110; C -0.096; N -0.447; C 0.144; C -0.196; C -0.209; H 0.205; H 0.205; H 0.166; H 0.212; H 0.169; H 0.196; H 0.213; H 0.207; H 0.223; H 0.222; H 0.211; H 0.222; H 0.230; H 0.224; H 0.200; H 0.449; H 0.266; H 0.209; H 0.250; H 0.217; H 0.282; H 0.225; H 0.213; H 0.240; H 0.235; H 0.235; H 0.214; H 0.201; H 0.222; H 0.228

What are the energy relative to the best compared isomer or geometry (same formula, charge and spin) values for these records? In order: 2.526; 1.885; 0.647; 3.985 eV.